1.
# C31H35CaF2N4O8PS2

A molecular structure, C31H35CaF2N4O8PS2 (ωB97M-V with the def2-TZVPD basis set, OMol25).

Structure (XYZ):
```
84
Properties=species:S:1:pos:R:3:lowdin_charge:R:1
Ca 1.073 -0.750 -0.338 1.381
F 5.408 -4.704 -0.337 0.004
C 4.551 -3.968 0.441 -0.288
C 3.889 -2.892 -0.106 -0.092
C 3.048 -2.082 0.678 -0.110
C 2.924 -2.455 2.026 -0.191
C 3.556 -3.582 2.524 -0.238
F 3.339 -3.986 3.819 0.015
C 4.394 -4.369 1.759 0.022
C 2.066 -1.570 2.861 -0.225
C 2.352 -1.213 4.176 -0.027
C 1.494 -0.356 4.844 -0.084
C 0.378 0.134 4.187 -0.076
C 0.177 -0.246 2.869 -0.158
N 0.993 -1.072 2.220 0.054
H 4.032 -2.688 -1.162 0.079
H 4.875 -5.249 2.160 0.111
H 3.244 -1.601 4.648 0.105
H 1.703 -0.065 5.868 0.094
H -0.321 0.808 4.664 0.080
H -0.651 0.152 2.294 0.050
O 0.147 1.732 -2.960 0.010
C 0.399 1.399 -1.799 -0.789
O 1.533 1.227 -1.266 -0.160
C -1.252 0.481 -4.249 -0.467
O -1.291 1.218 -5.152 0.154
O -1.389 -0.436 -3.549 0.177
O -0.516 0.756 0.373 -0.457
O -0.729 1.177 -1.012 -0.162
N 4.014 -8.361 -4.046 0.069
C 3.437 -7.077 -4.047 -0.335
C 4.140 -5.992 -3.523 -0.034
C 3.596 -4.725 -3.563 -0.051
C 2.336 -4.513 -4.115 -0.288
C 1.641 -5.586 -4.646 -0.094
C 2.187 -6.863 -4.613 -0.046
S 1.662 -2.864 -4.144 0.531
O 0.481 -2.951 -4.976 -0.356
O 2.742 -2.005 -4.554 -0.315
N 1.363 -2.539 -2.612 -0.137
C 0.261 -3.098 -2.050 -0.700
S -0.779 -4.358 -2.688 1.036
C -1.719 -4.330 -1.251 -0.438
C -1.228 -3.399 -0.407 -0.264
N -0.122 -2.729 -0.838 -0.100
H 4.683 -8.494 -3.303 0.075
H 3.332 -9.104 -4.052 0.072
H 5.109 -6.145 -3.063 0.105
H 4.144 -3.888 -3.153 0.105
H 0.669 -5.413 -5.086 0.092
H 1.632 -7.700 -5.024 0.101
H -2.585 -4.955 -1.120 0.043
H -1.637 -3.149 0.562 0.104
C -2.939 3.260 4.510 -0.159
C -2.283 3.996 3.336 -0.552
C -3.159 5.191 2.960 -0.135
P -1.686 2.730 2.066 1.102
C -0.296 3.636 1.224 -0.538
C 1.011 3.238 1.911 -0.130
C -0.363 5.157 1.107 -0.128
C -2.998 2.621 0.759 -0.544
C -4.302 2.100 1.365 -0.137
C -3.262 3.806 -0.165 -0.110
H -3.070 3.925 5.371 0.063
H -2.346 2.402 4.825 0.044
H -3.928 2.886 4.231 0.059
H -1.327 4.386 3.715 0.086
H -4.153 4.864 2.649 0.057
H -2.743 5.794 2.157 0.045
H -3.296 5.847 3.829 0.066
H -0.276 3.200 0.223 0.090
H 1.043 3.613 2.941 0.066
H 1.869 3.652 1.374 0.077
H 1.119 2.155 1.930 0.048
H -0.320 5.640 2.088 0.064
H -1.256 5.511 0.595 0.046
H 0.501 5.513 0.539 0.075
H -2.584 1.821 0.139 0.077
H -4.818 2.867 1.949 0.050
H -4.123 1.247 2.023 0.066
H -4.984 1.774 0.575 0.070
H -3.655 4.679 0.361 0.051
H -4.000 3.521 -0.923 0.074
H -2.361 4.100 -0.702 0.068
```

Output
F_max ... 0.0187 hartree/bohr
HOMO ... -2.78 eV
Energy relative to the best compared isomer or geometry (same formula, charge and spin) ... 134.1 kJ/mol
2S+1 ... 1
HOMO-LUMO gap ... 6.9086 eV
Net charge ... -2
Lowest unoccupied orbital energy ... 4.13 eV
E ... -109891.9995 eV

=====

2.
# C59H55N8O4PS4Sc

A molecular structure, C59H55N8O4PS4Sc at a distorted geometry (ωB97M-V with the def2-TZVPD basis set, OMol25).

Structure (XYZ):
```
132
Properties=species:S:1:pos:R:3:lowdin_charge:R:1
Sc 0.630 1.352 0.791 0.995
C 2.722 3.163 3.020 -0.095
N 1.663 3.537 2.083 -0.068
C 2.153 4.433 1.037 -0.111
C 2.772 3.585 -0.032 -0.271
N 2.297 2.385 -0.330 0.092
C 3.071 1.929 -1.389 -0.188
C 3.001 0.751 -2.129 -0.010
C 3.896 0.600 -3.168 -0.055
C 4.864 1.568 -3.453 -0.055
C 4.964 2.732 -2.719 0.010
C 4.043 2.903 -1.695 -0.165
N 3.818 3.934 -0.807 0.201
C 2.653 1.706 3.342 -0.287
N 1.897 0.822 2.716 0.089
C 2.212 -0.403 3.309 -0.197
C 1.712 -1.687 3.107 -0.077
C 2.282 -2.724 3.817 -0.060
C 3.318 -2.505 4.728 -0.051
C 3.787 -1.236 4.999 0.011
C 3.210 -0.199 4.284 -0.169
N 3.443 1.156 4.284 0.199
H 2.690 3.750 3.949 0.146
H 3.698 3.335 2.546 0.143
H 0.889 3.981 2.573 0.105
H 2.871 5.179 1.415 0.143
H 1.298 4.974 0.615 0.124
H 2.254 0.005 -1.897 0.079
H 3.860 -0.285 -3.783 0.110
H 5.547 1.405 -4.271 0.117
H 5.721 3.469 -2.938 0.123
H 4.346 4.792 -0.759 0.185
H 0.906 -1.866 2.413 0.055
H 1.904 -3.726 3.674 0.117
H 3.759 -3.348 5.232 0.115
H 4.554 -1.057 5.736 0.122
H 4.110 1.638 4.866 0.185
S -1.734 -0.107 1.806 0.850
C -1.072 -0.033 3.431 -0.962
N -0.599 1.076 3.896 0.013
C -0.194 0.916 5.197 -0.321
C 0.309 1.913 6.031 -0.024
C 0.649 1.586 7.327 -0.063
C 0.517 0.281 7.800 -0.056
C 0.025 -0.725 6.993 -0.064
C -0.346 -0.394 5.701 -0.438
S -1.065 -1.413 4.490 1.111
H 0.410 2.925 5.665 0.109
H 1.013 2.352 7.992 0.112
H 0.793 0.059 8.816 0.116
H -0.101 -1.733 7.350 0.119
C 4.200 -6.300 0.813 -0.029
C 3.216 -5.198 0.630 -0.252
C 1.846 -5.446 0.609 -0.008
C 0.945 -4.419 0.390 -0.054
C 1.422 -3.134 0.188 -0.395
C 2.780 -2.861 0.223 -0.075
C 3.669 -3.894 0.442 -0.009
S 0.219 -1.813 -0.002 1.095
O 1.039 -0.547 0.281 -0.605
C -0.030 -1.932 -1.788 -0.278
C 0.980 -2.367 -2.664 -0.049
C 0.677 -2.631 -3.969 0.016
C -0.649 -2.526 -4.449 -0.155
C -1.004 -2.916 -5.756 -0.009
C -2.306 -2.863 -6.174 -0.038
C -3.304 -2.370 -5.319 -0.034
C -2.984 -1.940 -4.062 0.001
C -1.660 -2.039 -3.579 -0.116
C -1.318 -1.734 -2.233 -0.163
C -2.413 -1.323 -1.328 -0.177
C -3.230 -2.338 -0.753 -0.108
C -2.935 -3.708 -0.914 -0.004
C -3.738 -4.668 -0.361 -0.033
C -4.887 -4.306 0.357 -0.035
C -5.191 -2.986 0.544 -0.003
C -4.377 -1.973 0.003 -0.147
C -4.682 -0.608 0.185 -0.011
C -3.869 0.349 -0.345 -0.137
C -2.733 -0.006 -1.095 -0.340
S -1.740 1.418 -1.611 1.108
O -0.346 1.127 -1.090 -0.581
C -1.681 1.148 -3.388 -0.366
C -0.534 0.730 -4.039 -0.063
C -0.539 0.657 -5.419 -0.010
C -1.664 1.027 -6.156 -0.248
C -1.610 1.050 -7.645 -0.026
C -2.810 1.434 -5.477 -0.015
C -2.820 1.499 -4.098 -0.077
H 3.736 -7.187 1.233 0.087
H 5.018 -5.979 1.454 0.090
H 4.624 -6.567 -0.155 0.100
H 1.483 -6.451 0.762 0.125
H -0.119 -4.607 0.380 0.112
H 3.125 -1.846 0.092 0.115
H 4.731 -3.699 0.465 0.128
H 1.982 -2.506 -2.288 0.113
H 1.447 -2.970 -4.646 0.129
H -0.233 -3.279 -6.417 0.123
H -2.580 -3.202 -7.160 0.119
H -4.329 -2.357 -5.655 0.119
H -3.749 -1.545 -3.413 0.125
H -2.068 -3.995 -1.488 0.120
H -3.502 -5.714 -0.483 0.119
H -5.528 -5.075 0.755 0.120
H -6.067 -2.695 1.102 0.123
H -5.563 -0.343 0.749 0.129
H -4.076 1.400 -0.211 0.089
H 0.343 0.472 -3.463 0.103
H 0.353 0.327 -5.934 0.131
H -1.120 0.161 -8.033 0.087
H -1.024 1.913 -7.966 0.099
H -2.603 1.137 -8.078 0.087
H -3.685 1.736 -6.033 0.125
H -3.700 1.829 -3.567 0.115
N -2.592 6.395 0.114 0.121
C -2.394 5.031 -0.422 -0.171
P -1.755 4.079 1.109 0.507
O -1.127 5.205 1.867 -0.320
O -0.863 2.901 0.797 -0.422
C -3.336 3.509 1.902 -0.269
N -3.038 2.408 2.796 -0.051
H -3.557 6.567 0.416 0.173
H -2.326 7.153 -0.519 0.174
H -1.953 6.361 0.982 0.117
H -1.615 5.047 -1.184 0.110
H -3.304 4.633 -0.862 0.102
H -4.045 3.161 1.147 0.082
H -3.776 4.374 2.415 0.106
H -2.471 1.069 2.056 -0.070
H -3.844 2.167 3.365 0.123
H -2.258 2.633 3.411 0.079
```

Output
F_max ... 0.0314 hartree/bohr
HOMO ... -14.33 eV
Energy relative to the best compared isomer or geometry (same formula, charge and spin) ... 83.7 kJ/mol
2S+1 ... 1
HOMO-LUMO gap ... 7.9538 eV
Net charge ... +3
Lowest unoccupied orbital energy ... -6.38 eV
E ... -155505.7345 eV